(1)
{"formula": "C32H78F15N5O11P", "method": "ωB97M-V/def2-TZVPD", "elements": ["P", "F", "F", "F", "F", "F", "F", "F", "F", "F", "F", "F", "F", "F", "F", "F", "O", "O", "O", "O", "O", "O", "O", "O", "O", "O", "O", "N", "N", "N", "N", "N", "C", "C", "C", "C", "C", "C", "C", "C", "C", "C", "C", "C", "C", "C", "C", "C", "C", "C", "C", "C", "C", "C", "C", "C", "C", "C", "C", "C", "C", "C", "C", "C", "H", "H", "H", "H", "H", "H", "H", "H", "H", "H", "H", "H", "H", "H", "H", "H", "H", "H", "H", "H", "H", "H", "H", "H", "H", "H", "H", "H", "H", "H", "H", "H", "H", "H", "H", "H", "H", "H", "H", "H", "H", "H", "H", "H", "H", "H", "H", "H", "H", "H", "H", "H", "H", "H", "H", "H", "H", "H", "H", "H", "H", "H", "H", "H", "H", "H", "H", "H", "H", "H", "H", "H", "H", "H", "H", "H", "H", "H"], "positions_angstrom": [[17.659, 16.212, 15.113], [17.768, 10.521, 19.416], [16.092, 9.614, 20.470], [17.173, 15.595, 13.682], [23.694, 12.959, 15.474], [17.065, 14.910, 15.776], [16.215, 16.871, 15.268], [23.756, 14.030, 17.402], [24.352, 15.016, 15.643], [18.154, 17.540, 14.295], [15.934, 11.570, 19.799], [19.163, 15.467, 14.950], [10.716, 17.916, 17.586], [11.652, 17.925, 15.654], [18.207, 16.856, 16.545], [12.947, 18.330, 17.415], [15.027, 8.798, 18.042], [22.751, 18.983, 12.874], [15.311, 11.003, 17.190], [20.959, 18.797, 21.094], [11.816, 14.562, 12.004], [8.654, 12.810, 20.007], [11.208, 15.218, 16.609], [21.158, 13.805, 16.636], [15.529, 17.166, 21.284], [21.896, 15.916, 16.562], [13.352, 15.849, 16.430], [14.557, 14.325, 14.492], [15.570, 16.440, 18.166], [21.007, 17.826, 14.571], [10.861, 12.883, 18.680], [22.072, 17.298, 18.929], [14.979, 17.791, 20.083], [9.752, 15.449, 16.609], [21.399, 19.241, 14.799], [11.419, 13.000, 21.082], [20.819, 15.325, 19.726], [21.430, 19.482, 16.273], [21.993, 14.632, 15.984], [19.342, 12.101, 16.626], [13.426, 14.908, 13.653], [11.833, 17.564, 16.972], [20.678, 12.592, 15.967], [21.029, 16.847, 19.852], [9.132, 14.894, 15.365], [15.023, 7.785, 17.078], [14.686, 17.344, 22.416], [21.136, 19.525, 22.308], [23.438, 19.421, 11.694], [15.933, 17.646, 18.938], [9.544, 11.743, 20.315], [22.750, 19.630, 14.142], [16.108, 18.956, 18.120], [14.746, 6.384, 17.616], [21.203, 17.376, 21.227], [23.497, 14.154, 16.070], [10.972, 12.147, 19.936], [13.606, 16.425, 13.385], [11.601, 14.761, 10.634], [7.404, 12.375, 19.445], [15.869, 9.900, 17.939], [16.378, 10.393, 19.411], [13.155, 14.135, 12.376], [12.144, 16.084, 17.113], [24.445, 19.630, 11.825], [21.807, 18.633, 16.852], [22.919, 17.090, 19.508], [14.093, 16.177, 16.936], [14.270, 7.958, 16.239], [14.045, 17.203, 19.954], [15.493, 19.038, 17.242], [15.553, 14.654, 14.242], [14.471, 13.297, 14.626], [12.297, 15.956, 18.243], [22.196, 17.270, 21.682], [19.987, 17.735, 14.693], [10.521, 15.013, 10.458], [19.511, 11.695, 17.709], [12.587, 14.839, 14.361], [18.565, 12.883, 16.694], [9.695, 16.490, 16.683], [11.956, 13.887, 10.063], [12.135, 15.677, 10.354], [16.923, 17.489, 19.338], [21.986, 20.396, 16.477], [14.997, 16.586, 23.062], [15.594, 15.671, 18.875], [13.550, 17.246, 22.222], [21.494, 11.847, 15.995], [6.858, 11.838, 20.274], [20.401, 17.032, 21.885], [14.075, 16.931, 14.237], [14.908, 5.647, 16.772], [11.641, 13.487, 18.385], [14.768, 18.872, 20.273], [22.779, 20.724, 13.967], [16.053, 7.748, 16.685], [20.425, 12.731, 14.899], [16.383, 16.260, 17.588], [23.437, 18.658, 10.869], [17.137, 19.049, 17.818], [20.423, 19.813, 16.566], [21.761, 14.740, 19.705], [7.541, 11.773, 18.515], [9.373, 14.990, 17.551], [21.473, 18.838, 23.113], [8.489, 15.563, 14.859], [21.367, 17.131, 15.276], [20.587, 19.875, 14.448], [14.356, 16.546, 12.622], [14.508, 11.255, 17.570], [21.202, 17.560, 13.620], [15.529, 6.132, 18.317], [9.131, 10.805, 19.930], [22.968, 20.280, 11.230], [9.996, 13.368, 18.631], [12.472, 13.382, 20.993], [13.754, 6.251, 18.056], [6.770, 13.188, 19.132], [21.842, 16.108, 17.526], [9.885, 14.723, 14.595], [10.872, 13.933, 20.993], [11.266, 12.697, 22.112], [12.620, 16.891, 13.089], [8.655, 13.884, 15.545], [13.316, 13.085, 12.468], [16.845, 9.731, 17.438], [15.914, 19.747, 18.828], [20.241, 15.150, 18.802], [21.855, 20.341, 22.106], [14.320, 14.774, 15.415], [20.208, 19.976, 22.719], [23.650, 19.365, 14.722], [11.584, 11.188, 19.942], [20.248, 15.071, 20.598], [19.014, 11.267, 16.006], [20.063, 17.262, 19.503], [9.583, 11.510, 21.431], [22.014, 18.284, 18.961], [14.872, 18.368, 22.772], [13.842, 14.421, 11.636], [21.731, 14.751, 14.951]], "forces_ev_per_angstrom": [[1.5490, 0.2983, -0.6227], [-1.4051, -0.4403, -0.6428], [-0.0192, -0.8193, -1.0399], [0.2772, -0.1777, -0.3780], [-0.0461, 0.4573, 0.1059], [0.2642, -1.0660, 1.3390], [-0.2820, 0.7703, 0.4323], [0.0744, -0.5747, -0.1627], [1.1548, 1.1939, -1.4298], [0.5554, -0.3172, 0.5552], [-0.6617, 1.1859, -0.8162], [-1.4914, 1.0628, -0.1341], [0.5647, 0.5854, 0.8743], [0.3285, -0.4324, 1.1314], [-0.7024, -0.6029, -1.2863], [-2.3332, -1.3385, -0.3557], [-0.0731, 1.4023, 1.5671], [-0.1958, -1.1066, -0.7159], [2.5736, -1.7121, -0.1285], [0.1174, 0.1152, 0.2615], [0.7135, -1.1103, 1.2890], [-0.6642, 0.0233, -0.3532], [0.1454, -0.7451, -0.8021], [-1.3211, -1.8458, 0.1708], [-0.4258, 0.3664, -1.1565], [0.0886, 0.3431, -1.7099], [-1.4722, -0.7333, -0.6242], [0.7047, 0.9692, 0.2858], [0.2660, -0.6407, 0.5713], [-0.7791, -0.2686, 0.6029], [1.9784, -0.8761, -0.7026], [0.9641, -1.3931, 1.4522], [-0.6207, -0.2460, 1.8872], [1.2224, -0.7274, 1.2241], [0.9272, 0.5672, 0.3673], [1.7770, 2.4624, 0.1784], [0.5513, 0.7231, -0.2062], [-0.6193, 0.9591, 0.8635], [1.0615, 0.9381, 0.6803], [1.5091, -0.2429, 1.8179], [-0.5030, 0.6434, 0.4980], [1.1696, 1.7745, -1.8973], [-0.6367, 0.0338, 0.3875], [-1.2824, -1.1146, -1.1870], [0.5322, -2.2630, -0.1789], [0.1640, -0.8207, -2.0749], [-1.1723, 1.3991, -1.6606], [0.0930, -0.0746, 0.3896], [-1.5152, -0.5624, -0.8067], [0.1938, 0.4016, -0.6432], [-0.7337, -0.9084, 1.4646], [-0.1140, 0.2743, -1.5281], [-0.0531, -0.9622, 0.5960], [0.4648, -0.3255, -0.6207], [-0.7542, 1.7431, 0.7633], [-1.9611, -0.7153, 2.1544], [-0.4886, -0.9226, 0.2846], [-0.0330, -0.3436, 0.3059], [-0.1891, 0.6596, -0.4847], [0.1434, -1.1056, 0.9011], [0.5008, 0.6527, -0.0522], [0.9117, -0.4172, 0.9074], [-1.6331, 1.4839, 0.4791], [0.5659, -0.0184, 1.7503], [2.0103, 0.4988, 0.8161], [-0.1104, 0.3399, -0.0820], [-0.2944, 0.1925, -1.2045], [1.2444, 0.6967, 1.3625], [1.0235, 0.3528, 0.9621], [0.1353, 0.7966, -0.5800], [-0.5042, 0.0214, -0.2323], [-1.6209, -0.8184, 0.1213], [0.3342, 0.8678, -0.3399], [-0.1175, -0.0644, -1.1369], [-0.0755, -0.4998, -0.1211], [0.0617, 0.1146, -0.2212], [0.9060, -0.7265, 0.2807], [-0.2047, 0.7493, -1.9629], [-0.0574, -0.3425, -0.5339], [0.5160, -0.2845, -0.3171], [-1.0215, 1.2674, -0.0758], [-0.3973, 0.4068, -0.1224], [0.2036, -0.2349, -0.4318], [0.3061, -0.1392, 0.6619], [0.5129, -0.1703, 0.0603], [0.2880, -0.8790, 1.5061], [-0.1421, 0.6287, -0.8183], [1.6803, -0.0289, -0.0557], [-0.5671, 0.1288, 0.2134], [0.3016, 0.1100, -1.1808], [0.2977, -0.5846, 0.1488], [-0.7062, -0.0855, 0.0389], [-0.5022, 0.9063, 0.7445], [-0.5818, -0.6168, 0.5522], [-0.0727, -0.7996, 0.0653], [-0.1937, -0.3400, 0.4600], [-0.3910, 0.0371, -0.4587], [0.3966, 0.6472, 0.3263], [-0.1206, -0.2453, -0.2024], [-0.4570, 0.1191, 1.2882], [0.3812, -0.0164, -0.2716], [0.1243, -0.7714, 0.4105], [-0.4564, 0.3178, 0.0245], [0.0951, -0.0370, 0.8893], [0.0563, 0.3777, -0.7191], [0.2468, 0.5308, -0.4080], [-1.1644, 0.7256, -0.0041], [0.4428, 0.3158, -0.2277], [0.1919, -0.2023, -0.8130], [0.0870, 0.1345, -0.7994], [-2.1573, 0.5478, 1.1604], [0.3943, -0.2792, -0.5718], [-0.0142, -0.1075, 0.5847], [0.4446, 0.1099, -0.7285], [-0.2995, 0.4588, 0.2485], [-0.5048, 0.3683, 0.1822], [-0.5599, -0.7281, -0.0115], [0.2078, 0.0577, -0.0942], [0.2057, 0.7905, 0.2446], [0.4473, -0.4271, 0.1101], [0.3578, -0.1212, 0.2111], [-0.4455, 0.2657, 0.0930], [0.0448, -0.7251, -0.0758], [1.2579, -0.5965, 0.4057], [0.3088, 1.2635, -0.2388], [-0.6429, -1.2034, 0.3062], [-0.6862, -0.4288, -0.0262], [-0.1353, 0.5500, -0.1278], [0.3108, -0.2685, 0.4789], [-0.2117, -0.4598, 0.3824], [0.3907, -0.4711, -0.4369], [0.1903, -0.2781, -0.6840], [-0.4243, -0.1787, 0.0568], [-0.5580, 1.1038, -0.6798], [-0.4518, -0.7363, 0.2726], [-0.2587, -0.0059, 0.0790], [0.4173, 0.1188, 0.1351], [-0.3807, 0.6116, -1.0766], [0.1026, 1.4300, -0.2193], [-0.2459, -0.3511, 0.4474], [1.0454, 0.7475, -1.2368], [-0.1597, 0.0276, -0.9408]], "total_charge": 1, "molar_mass_da": 1024.9, "e_lumo_ha": -0.061, "energy_ha": -4206.67079, "de_lowest_kcal_mol": 20.4, "homo_ha": -0.3915, "gap_ev": 9.0000}

(2)
{"formula": "C7H9BrN2O2", "method": "ωB97M-V/def2-TZVPD", "elements": ["Br", "O", "O", "N", "N", "C", "C", "C", "C", "C", "C", "C", "H", "H", "H", "H", "H", "H", "H", "H", "H"], "positions_angstrom": [[-2.997, -1.630, 0.177], [2.704, -1.518, 0.571], [1.174, 0.481, 1.074], [-1.133, 1.994, -0.017], [-2.309, 2.311, -0.542], [-1.060, 0.663, 0.305], [-0.193, 3.142, 0.105], [-3.051, 1.246, -0.483], [-2.375, 0.195, 0.031], [2.010, -2.290, -0.032], [-0.071, -0.112, 0.883], [2.406, -3.439, -0.844], [1.950, 0.024, 1.368], [0.738, 2.851, -0.577], [0.174, 3.252, 1.194], [-4.078, 1.359, -0.859], [-0.409, -1.034, 1.174], [1.636, -4.333, -0.865], [3.249, -3.977, -0.403], [2.498, -3.147, -1.822], [-0.862, 3.959, -0.440]], "forces_ev_per_angstrom": [[0.4265, 1.1491, -0.0106], [-0.5141, -1.6150, -0.8979], [-2.4857, 1.1987, -0.3258], [1.2483, 0.4924, 0.1619], [0.1132, 1.5259, 0.1202], [-1.1085, 0.1459, 0.2042], [0.7747, -0.8905, -1.6703], [-2.8010, 0.3593, -1.2419], [0.8045, -2.1589, 0.4530], [0.4365, 1.7354, 1.2746], [2.6072, 2.8818, -0.5130], [-1.6373, -4.0776, 2.1818], [-0.0893, -1.3991, 0.1435], [-1.7959, 0.9926, 1.5418], [-0.8625, 0.2724, -1.8740], [0.6244, -0.5209, 0.3037], [0.2386, -2.3955, 1.0229], [0.8410, 2.1971, 0.1173], [0.5797, 0.6113, -0.3308], [0.6531, 0.7473, -2.4132], [1.9467, -1.2517, 1.7527]], "molar_mass_da": 233.1, "e_lumo_ha": [-0.013, 0.005], "energy_ha": -3105.96016, "de_lowest_kcal_mol": 79.1, "homo_ha": [-0.2454, -0.3117], "gap_ev": [6.3108, 8.6267]}

(3)
{"formula": "C4H9INO", "method": "ωB97M-V/def2-TZVPD", "elements": ["I", "O", "N", "C", "C", "C", "C", "H", "H", "H", "H", "H", "H", "H", "H", "H"], "positions_angstrom": [[-0.612, 0.354, 2.387], [2.664, -0.240, -0.029], [-0.236, -1.931, -0.119], [0.532, 0.400, 0.708], [-1.390, 1.279, -0.744], [0.103, 1.123, -0.532], [1.965, -0.021, 0.893], [-0.689, -2.008, 0.699], [2.269, -0.297, 2.055], [-1.804, 2.086, -0.115], [0.493, 0.508, -1.426], [-1.868, 0.369, -0.350], [-0.884, -2.071, -0.957], [0.479, -2.670, -0.232], [-1.591, 1.007, -1.779], [0.571, 2.110, -0.458]], "forces_ev_per_angstrom": [[0.3066, 0.1730, -0.2428], [0.5926, 0.2029, -0.8439], [1.8733, 0.0740, -5.2510], [-1.2661, 0.4625, -0.7171], [-0.2413, -1.8791, 1.2461], [0.2623, -1.7537, -0.5915], [0.5452, -1.6170, 3.4073], [-2.2062, -0.8375, 3.3884], [-0.5818, 0.8984, -2.5565], [-0.1863, 0.0538, -1.3888], [0.1828, 1.2619, 1.4802], [0.0954, 0.0702, 0.5346], [0.9850, 0.4691, 1.7583], [-0.4519, 0.6265, 0.3835], [-0.4005, 1.7944, -0.3323], [0.4909, 0.0008, -0.2743]], "total_charge": 1, "molar_mass_da": 214.0, "e_lumo_ha": -0.259, "energy_ha": -585.12287, "de_lowest_kcal_mol": 67.8, "homo_ha": -0.5531, "gap_ev": 8.0117}

(4)
{"formula": "C5H17ClO5P3", "method": "ωB97M-V/def2-TZVPD", "elements": ["Cl", "P", "P", "P", "O", "O", "O", "O", "O", "C", "C", "C", "C", "C", "H", "H", "H", "H", "H", "H", "H", "H", "H", "H", "H", "H", "H", "H", "H", "H", "H"], "positions_angstrom": [[1.686, 2.913, -2.370], [-1.263, 2.339, -0.436], [-3.431, 2.246, -0.352], [0.945, 2.486, -0.389], [-4.019, 3.473, -1.188], [1.277, 3.910, 0.570], [-3.891, 2.584, 1.331], [-4.142, 0.707, -0.738], [1.823, -1.815, -0.781], [2.470, -2.826, -0.227], [-1.057, 0.575, -1.128], [-0.826, -0.528, 0.105], [1.515, -3.511, 0.764], [3.673, -2.253, 0.540], [-3.930, 0.003, -0.046], [4.209, -3.055, 1.061], [-1.363, 3.452, -1.363], [2.030, -4.327, 1.286], [0.649, -3.949, 0.250], [-1.229, 2.513, 1.021], [-1.862, 0.236, -1.906], [-0.017, 0.567, -1.719], [-1.728, -0.581, 0.849], [1.137, -2.821, 1.530], [0.373, 4.310, 0.761], [-0.520, -1.588, -0.341], [3.376, -1.516, 1.298], [0.145, -0.161, 0.694], [-3.292, 2.014, 1.925], [4.388, -1.769, -0.137], [2.873, -3.629, -0.860]], "forces_ev_per_angstrom": [[-0.9651, 0.2671, 0.8956], [1.6402, -1.0628, -1.3225], [-5.7816, 3.3079, -0.4894], [3.1205, 0.4358, 1.2446], [1.8425, -4.7392, 2.5939], [-2.6499, -0.7643, -1.0386], [2.1158, -2.2344, -1.4025], [1.2630, 1.3739, 1.8187], [-1.0074, 0.9715, -1.7215], [-0.4230, 1.1319, 1.7041], [1.4576, -1.6708, -0.6249], [0.9520, 0.5003, -0.0652], [0.2230, -0.9298, 0.5280], [0.7656, -0.5614, 0.4474], [-0.2307, 1.4215, -1.2254], [0.2561, -0.0774, 0.1584], [-0.6156, -0.3759, 0.4291], [-0.0663, -0.2389, 0.2001], [0.1394, 0.1476, -0.1045], [-0.0023, 0.0496, -0.5641], [1.2426, 0.9042, 1.6892], [-2.1391, -0.0038, 1.2606], [1.4152, 0.1009, -1.3773], [0.1551, 0.1460, -0.2282], [1.6980, -0.2070, -0.2825], [-0.5618, 2.3941, 0.8591], [-0.2251, -0.0802, -0.2374], [-2.1526, -0.9586, -1.2766], [-1.3375, 1.1878, -1.1334], [-0.2706, -0.0526, -0.0337], [0.1418, -0.3833, -0.7010]], "total_charge": -1, "molar_mass_da": 285.6, "e_lumo_ha": 0.074, "energy_ha": -2061.11559, "homo_ha": -0.1082, "gap_ev": 4.9558}